[1]
The following is a DFT calculation (ωB97M-V/def2-TZVPD) of C7H8N2O in the gas phase.

HOMO (spin up / spin down)   -7.0 / -7.1 eV
HOMO-LUMO gap (spin up / spin down)   7.212 / 7.269 eV
ΔE to the lowest compared entry with this formula, charge and spin   213.3 kcal/mol
Total charge   0
SMILES   O[C@H]1C2=CC[C@H]1c1[nH][nH]c12
Spin multiplicity   1

```
18
Properties=species:S:1:pos:R:3:lowdin_charge:R:1
C 1.39171 -0.80078 -0.63625 -0.06
C 0.54156 0.59368 -1.05079 -0.03
C -0.00377 -1.00332 1.21094 -0.03
C 0.30588 -1.43573 -0.04281 -0.18
C -1.05346 0.08871 1.00908 -0.10
C -0.82872 0.35011 -0.51281 -0.25
C -0.92102 -1.09709 -0.90978 -0.25
N 2.33898 0.12835 -0.09325 -0.02
N 1.69705 1.26173 -0.43863 0.01
O -0.79689 -1.49135 -2.34406 -0.05
H 0.54010 -1.03559 2.14579 0.10
H -2.00695 -0.22174 1.23891 0.08
H -0.64655 0.87584 1.61199 0.12
H -1.57900 1.12244 -0.78854 0.15
H -1.89597 -1.49461 -0.47885 0.17
H 3.36695 -0.05329 -0.29403 0.17
H 2.19523 2.04110 -0.78480 0.11
H 0.11498 -1.52670 -2.67297 0.07
```

***

[2]
The following is a DFT calculation (ωB97M-V/def2-TZVPD) of C7H8N2O in the gas phase.

HOMO (spin up / spin down)   -7.5 / -7.5 eV
HOMO-LUMO gap (spin up / spin down)   6.386 / 6.387 eV
ΔE to the lowest compared entry with this formula, charge and spin   148.4 kcal/mol
Total charge   0
Spin multiplicity   1

```
18
Properties=species:S:1:pos:R:3:lowdin_charge:R:1
C 1.51286 -0.43079 -0.63689 0.06
C 1.07074 -4.04961 -0.96565 -0.13
C 0.86414 0.72163 -0.04484 -0.19
C 2.18945 -3.63104 -1.62285 -0.07
C 0.52445 -2.89084 -0.35728 0.01
C 1.32690 -1.81607 -0.79679 -0.32
C -2.13736 1.78441 1.21663 -0.13
N -0.36160 0.76532 0.23011 0.06
N -0.79590 1.92747 0.74935 -0.15
O 2.40661 -2.25764 -1.53822 -0.05
H 2.38603 -0.02870 -1.20412 0.13
H 0.58712 -5.01877 -0.99918 0.09
H 1.60695 1.48963 0.19702 0.12
H 3.03233 -4.22054 -2.11326 0.15
H -2.60581 1.03290 0.52601 0.09
H -2.11451 1.37062 2.24365 0.07
H -2.74282 2.81317 1.15504 0.12
H -0.26119 2.77132 1.02393 0.15
```

***

Maximum force for the records above, in order: 6.0 4.0 eV Å⁻¹